# 1
14
Properties=species:S:1:pos:R:3 method="wB97M-V/def2-TZVPD" largest_force_ev_per_a=6.4 e_homo_ha="-0.180 / -0.358" gap_ev="5.53 / 7.32" e_lumo_ev="0.646 / -2.414" e_tot_ev=-18627.7571 s_squared=2.0054 multiplicity=3 e_above_lowest_kcal_mol=66.02
C -0.243 1.532 -1.737
C 0.270 0.765 -0.839
C -0.104 -0.839 1.254
C 1.262 -1.452 0.845
N -0.572 0.023 0.328
O -0.710 -1.068 2.260
S -2.131 0.690 0.724
H 0.391 2.131 -2.263
H -1.343 1.589 -1.991
H 1.300 0.727 -0.393
H 1.146 -2.495 1.079
H 1.806 -0.965 1.644
H 1.520 -1.151 -0.243
H -2.593 0.512 -0.668

# 2
17
Properties=species:S:1:pos:R:3 method="wB97M-V/def2-TZVPD" largest_force_ev_per_a=3.5 e_homo_ha=-0.348 gap_ev=9.14 e_lumo_ev=-0.337 e_tot_ev=-77442.5472 e_above_lowest_kcal_mol=97.83 smiles=Br[C@H]1[C@]2(CC2)[C@@]12CC2
Br 3.410 0.234 0.210
C 1.094 0.013 0.886
C 0.239 -0.688 0.039
C -0.710 -1.785 0.510
C 0.040 -1.818 -0.849
C 0.042 0.788 0.188
C -0.001 1.903 -0.785
C -1.071 1.758 0.306
H 1.275 -0.159 1.899
H -1.753 -1.393 0.622
H -0.398 -2.545 1.243
H 0.804 -2.543 -0.906
H -0.546 -1.669 -1.837
H -0.309 1.830 -1.798
H 0.861 2.542 -0.787
H -1.038 2.216 1.249
H -1.941 1.317 -0.189

# 3
19
Properties=species:S:1:pos:R:3 method="wB97M-V/def2-TZVPD" largest_force_ev_per_a=4.9 e_homo_ha="-0.271 / -0.271" gap_ev="7.76 / 7.76" e_lumo_ev="0.380 / 0.381" e_tot_ev=-9933.7896 e_above_lowest_kcal_mol=107.57
C 0.511 -0.029 -0.410
C -0.999 -0.235 1.492
C -0.083 -0.899 0.724
C 1.009 1.360 -0.047
C -0.221 -0.143 -1.724
N -2.112 0.430 1.080
C 1.651 -1.166 -0.055
O 2.060 -1.965 -0.879
H -0.869 -0.234 2.567
H -0.205 -1.975 0.757
H -2.846 0.671 1.724
H -2.349 0.407 0.101
H 2.279 -0.849 0.798
H 0.177 2.052 0.112
H 1.634 1.730 -0.861
H 1.613 1.357 0.860
H -0.324 0.827 -2.212
H -1.244 -0.523 -1.639
H 0.320 -0.817 -2.389

# 4
27
Properties=species:S:1:pos:R:3 method="wB97M-V/def2-TZVPD" largest_force_ev_per_a=12.9 e_homo_ha=-0.188 total_charge=-1 gap_ev=8.21 e_lumo_ev=3.098 e_tot_ev=-23492.4269 e_above_lowest_kcal_mol=21.06
F 0.383 0.455 -1.376
C -3.219 -0.012 -1.723
C -3.039 -1.403 -1.145
C -1.915 -1.702 -0.073
O -2.499 -2.087 1.106
C -3.795 -2.139 0.834
O -4.598 -2.543 1.644
O -4.129 -1.740 -0.350
H -2.979 0.725 -0.975
H -4.172 -0.121 -2.062
H -2.437 0.004 -2.542
H -3.220 -2.275 -1.938
H -1.532 -0.581 0.070
H -1.078 -2.416 -0.321
C 3.034 -0.370 0.479
C 2.980 1.129 0.087
C 1.927 1.841 0.919
O 2.737 2.716 1.726
C 3.837 2.765 1.273
O 4.806 3.455 1.699
O 4.149 1.810 0.381
H 1.962 -0.698 0.664
H 3.573 -0.507 1.337
H 3.471 -0.917 -0.387
H 3.015 1.179 -1.022
H 1.364 1.090 1.456
H 1.375 2.342 0.239

# 5
14
Properties=species:S:1:pos:R:3 method="wB97M-V/def2-TZVPD" largest_force_ev_per_a=1.8 e_homo_ha=-0.312 gap_ev=9.36 e_lumo_ev=0.872 e_tot_ev=-8835.2945 e_above_lowest_kcal_mol=20.95 smiles="C[C@H]1C=CNC1=O"
C -1.919 0.221 0.128
C -0.436 0.092 -0.206
C 0.537 1.108 0.274
C 1.753 0.556 0.196
N 1.654 -0.804 -0.119
C 0.295 -1.219 -0.111
O -0.169 -2.332 -0.182
H -2.148 1.160 0.652
H -2.262 -0.598 0.768
H -2.527 0.212 -0.780
H -0.186 -0.114 -1.314
H 0.294 2.105 0.616
H 2.718 1.036 0.288
H 2.451 -1.378 -0.343

# 6
16
Properties=species:S:1:pos:R:3 method="wB97M-V/def2-TZVPD" largest_force_ev_per_a=6.1 e_homo_ha=-0.326 gap_ev=8.38 e_lumo_ev=-0.503 e_tot_ev=-19229.0357 e_above_lowest_kcal_mol=120.56
C 2.263 0.206 -0.722
C 0.975 -0.031 -0.458
C 0.734 -0.857 0.808
C -0.524 -0.977 1.243
C -1.784 -0.741 0.627
O -0.096 0.340 -1.272
C -0.370 1.681 -0.952
S -1.741 2.189 -1.913
H 2.341 0.422 -1.823
H 3.235 0.144 -0.249
H 1.623 -0.795 1.548
H -0.482 -1.379 2.225
H -2.112 -1.963 0.308
H -1.806 -0.112 -0.458
H -2.654 -0.223 1.325
H 0.399 2.093 -0.237